[1]
The following is a quantum chemistry calculation of 4 unconnected molecules or ions with the total composition H12N4 in a non-equilibrium geometry, from the Open Molecules 2025 dataset.

Calculated values
- Strongest force on any atom: 4.5 eV/Å
- Energy relative to the best compared isomer or geometry (same formula, charge and spin): 22.07 kcal per mole
- SMILES string: N.N.N.N
- Kohn-Sham gap: 0.382 Eh
- LUMO energy: 0.710 eV
- HOMO: -0.356 Ha
- 2S+1: 1

Last column: Mulliken charge in e.
Element x y z (Å)
N: -0.56640 -5.03358 0.71588  -0.624
N: -5.23263 0.57511 -2.08928  -0.647
N: 4.67300 3.31787 1.81251  -0.603
N: 0.93546 0.98002 -0.75732  -0.603
H: 1.09703 0.32269 -1.54913  0.215
H: 0.13336 0.89761 -0.22392  0.192
H: -4.43439 1.28213 -1.95751  0.223
H: -4.89193 -0.37394 -1.99692  0.213
H: 0.96044 1.89200 -0.96595  0.196
H: 5.17820 2.64655 1.38155  0.188
H: -5.96113 0.67161 -1.40399  0.211
H: 4.04521 3.06635 2.57091  0.208
H: -0.88306 -4.34500 0.15387  0.201
H: 5.19556 4.10725 2.14166  0.207
H: 0.30467 -5.46445 0.56143  0.213
H: -0.55339 -4.54221 1.60619  0.211



[2]
The following is a quantum chemistry calculation of C6H6Cl2O in the gas phase in a non-equilibrium geometry, from the Open Molecules 2025 dataset.

Calculated values
- Strongest force on any atom: 5.5 eV/Å
- Energy relative to the best compared isomer or geometry (same formula, charge and spin): 128.91 kcal per mole
- Kohn-Sham gap (alpha / beta): 0.262 / 0.262 Eh
- LUMO energy (alpha / beta): -0.796 / -0.795 eV
- HOMO (alpha / beta): -0.291 / -0.291 Ha
- 2S+1: 1

Last column: Mulliken charge in e.
Element x y z (Å)
Cl: -2.06955 1.92290 -0.14451  -0.170
Cl: -3.77291 -0.42988 0.48418  -0.182
O: -1.08647 -1.90984 -0.24948  -0.533
C: 0.07089 -0.15825 -1.41612  -0.475
C: 0.85180 0.14984 -0.30030  0.417
C: 1.21399 0.94922 0.88896  -0.321
C: -2.18127 0.20166 0.15232  0.022
C: 1.69974 -0.57007 0.70829  -0.794
C: -1.25252 -0.73537 -0.26882  0.498
H: -0.32231 0.72580 -1.97462  0.246
H: 2.74904 -0.88615 0.46042  0.242
H: 1.37480 -1.26857 1.32383  0.273
H: 0.33203 1.21312 1.60659  0.233
H: 2.00586 1.79451 0.75132  0.228
H: 0.38689 -0.99892 -2.02207  0.315



[3]
The following is a quantum chemistry calculation of a molecular structure, C12H24F8FeN2O14S4 in a non-equilibrium geometry, from the Open Molecules 2025 dataset.

Calculated values
- Strongest force on any atom: 12.5 eV/Å
- Total charge: -2
- Kohn-Sham gap (alpha / beta): 0.128 / 0.124 Eh
- LUMO energy (alpha / beta): 3.887 / 3.889 eV
- HOMO (alpha / beta): 0.015 / 0.018 Ha
- 2S+1: 5

Last column: Löwdin spin population.
Element x y z (Å)
Fe: -0.82185 0.49503 0.55331  3.638
S: 1.65616 0.74287 -2.32629  0.002
S: -2.35596 -0.10189 3.48803  0.011
S: 3.63714 2.50523 -2.73739  0.000
S: -3.34229 1.59832 2.30260  0.004
F: -0.35660 0.99195 -4.03546  0.000
F: 4.32051 1.74969 -0.25971  0.000
F: 1.62894 1.10275 -5.01003  0.000
F: -0.93084 -0.88908 3.57413  0.000
F: 4.88539 3.74893 -0.60549  0.000
F: 0.84782 -0.78638 -4.23213  0.000
F: 6.15478 2.16780 -1.54956  0.000
F: -3.44046 2.11318 0.72180  -0.001
O: 4.08340 1.49808 -3.65305  0.000
O: -2.41251 0.30110 -0.93866  0.025
O: -2.34727 0.58725 4.74336  0.012
O: -0.35623 2.50062 0.12087  0.151
O: -3.01894 2.87692 2.91892  0.003
O: 3.65139 3.86922 -3.26452  0.000
O: 1.42435 3.11907 0.90439  0.018
O: -3.23262 -1.27546 3.42520  0.008
O: -4.70549 1.05242 2.43113  0.004
O: 0.06110 4.50418 0.72507  0.020
O: 2.69878 -0.26554 -2.16260  0.001
O: 0.56888 0.54832 -1.37759  0.016
O: -0.65652 -1.67665 0.43717  0.028
O: 1.16657 0.24142 1.38932  0.025
N: 2.10845 2.46962 -2.12646  0.000
N: -2.00834 0.53604 2.13907  0.013
C: 1.91090 -0.51215 2.33944  0.003
C: 0.16569 3.25530 1.05893  0.002
C: -4.68076 -0.47524 -0.37335  0.000
C: 2.20907 0.52305 3.44540  0.000
C: 3.26006 -0.96751 1.71344  0.001
C: -3.67093 -0.76305 -2.65508  0.001
C: 0.23255 -2.56251 -0.20413  0.003
C: -3.39499 -0.72637 -1.13042  0.002
C: 4.86271 2.50300 -1.20784  0.000
C: 0.88366 0.51721 -4.06158  0.001
C: 0.57780 -3.58873 0.88927  0.001
C: -0.24031 -3.02969 -1.59982  0.000
H: -1.46522 -2.19167 0.53124  0.001
H: 3.79473 -0.01734 1.69395  0.000
H: 3.08664 -1.33651 0.70366  0.000
H: 1.64679 -3.80330 0.95337  0.000
H: 0.38055 -3.30454 1.92226  0.000
H: -0.99267 -2.39624 -2.06915  0.000
H: 1.08809 -1.90932 -0.38215  0.000
H: -0.72905 -3.99715 -1.46599  0.000
H: -5.55096 -1.02915 -0.73012  0.000
H: -5.12207 0.52318 -0.36395  0.000
H: 3.00546 1.22701 3.20550  0.000
H: 0.11668 -4.55748 0.68752  0.000
H: 0.61097 -3.11247 -2.27456  0.000
H: 3.75504 -1.59301 2.45615  0.000
H: -2.64315 0.95130 -1.60780  0.001
H: 1.66460 1.05600 1.23774  0.000
H: 1.26409 0.95273 3.77829  0.000
H: -4.52791 -0.60448 0.69901  0.000
H: -3.04047 -1.73493 -0.91558  0.000
H: -4.20126 0.15404 -2.91594  0.000
H: -2.72166 -0.87843 -3.17860  0.000
H: 1.34857 -1.34242 2.76310  0.000
H: -4.32727 -1.59610 -2.90847  0.000
H: 2.53626 0.04197 4.37080  0.000



[4]
The following is a quantum chemistry calculation of a molecular structure, C37H51BrHgN2P2S in a non-equilibrium geometry, from the Open Molecules 2025 dataset.

Calculated values
- Strongest force on any atom: 1.5 eV/Å
- Total charge: +2
- Kohn-Sham gap: 0.268 Eh
- LUMO energy: -5.480 eV
- HOMO: -0.470 Ha
- 2S+1: 1

Last column: Mulliken charge in e.
Element x y z (Å)
Hg: -0.39393 -0.61277 -0.62025  1.137
Br: 0.68482 -5.77356 4.06839  -0.076
S: -1.55777 2.31949 1.16209  0.244
P: 0.04005 -0.57343 -3.06703  0.326
P: -1.81039 -2.11829 0.71355  0.058
N: -0.40942 1.21390 0.84371  -0.067
N: 4.68373 3.03463 -1.74631  -0.548
C: -0.87402 3.34238 2.47287  0.404
C: 3.25704 -1.34664 0.59240  -0.324
C: 1.85210 1.51950 -3.75792  -1.018
C: -1.53176 3.42718 -0.24540  0.015
C: -0.52554 4.17459 -2.31303  -0.523
C: 0.76795 4.90922 3.29136  -0.674
C: -4.69766 -2.31795 0.71094  -1.428
C: -1.89306 -1.64791 2.48039  -0.142
C: 3.95027 3.35566 -0.67827  -0.478
C: -2.47202 4.47235 -0.30443  -0.431
C: 1.48963 -3.06594 3.47353  -0.258
C: 3.46103 2.39140 0.20828  -0.341
C: -1.38478 5.28121 -2.31213  -0.639
C: 2.21592 -4.73187 1.86255  -0.559
C: 3.77458 1.02327 -0.00177  0.600
C: -0.92301 4.01773 4.79492  -0.593
C: 0.20592 4.80911 4.56560  -0.455
C: 3.30347 -0.02204 0.89996  -0.280
C: 2.03607 -2.05707 2.67754  -0.434
C: -2.67774 0.16136 -3.42081  -1.057
C: -2.14533 -4.94317 0.73113  -1.376
C: -1.25083 0.37453 -3.93814  -0.367
C: -1.46736 3.27094 3.74886  -0.494
C: 1.65115 0.00567 -3.70257  -0.462
C: 0.20703 4.19600 2.22656  -0.325
C: 1.03830 -3.21582 -2.92353  -0.831
C: -0.58181 3.25768 -1.25571  0.445
C: 1.51336 -4.39693 3.02823  -0.567
C: 4.99917 1.75574 -1.96699  -0.637
C: 4.56099 0.71870 -1.12861  -0.308
C: -2.36038 5.42889 -1.31625  -0.709
C: -3.43558 -2.03245 -0.10199  -0.162
C: -2.33509 -2.70308 3.49811  -1.289
C: 2.67810 -2.36839 1.44661  0.567
C: -1.13071 -3.80069 0.66951  0.973
C: -0.06144 -2.34336 -3.54938  -0.618
C: 2.72541 -3.72814 1.05187  -0.496
H: 0.61130 4.30293 1.21834  0.527
H: -4.72625 -3.35338 1.07617  0.307
H: 1.64713 5.52856 3.12116  0.432
H: -2.83128 -4.93839 -0.12644  0.343
H: 1.77959 1.97388 -2.76145  -0.076
H: -4.82435 -1.64207 1.56532  0.314
H: -3.39248 0.63842 -4.10577  0.463
H: -1.05971 -2.69154 -3.23439  0.201
H: -0.87594 -1.29586 2.73030  0.075
H: -2.56220 -0.77268 2.53273  0.437
H: -3.39245 -2.72846 -0.95542  0.387
H: 4.87514 -0.31007 -1.33110  0.515
H: -0.53517 -3.86987 -0.25874  0.155
H: 0.86877 -4.27207 -3.17303  0.421
H: 1.81301 -0.41720 -4.70769  0.589
H: 0.11386 2.42390 -1.18468  0.299
H: 2.03210 -2.94715 -3.30254  0.336
H: 2.94931 0.31865 1.87607  0.548
H: -0.41102 -3.87513 1.50172  -0.775
H: -2.82153 0.61109 -2.42940  0.106
H: -3.29524 -3.16753 3.23579  0.317
H: -2.94132 -0.90039 -3.36359  0.274
H: -2.47335 -2.19426 4.46199  0.431
H: 0.18286 4.02864 -3.13163  0.372
H: 2.85713 1.74427 -4.13874  0.437
H: 2.85005 2.70559 1.05786  0.393
H: 1.96750 -1.01640 2.99973  0.328
H: -5.56957 -2.18077 0.05339  0.432
H: -0.02174 -2.42266 -4.64944  0.559
H: 3.75514 4.41881 -0.51031  0.402
H: 3.61241 -1.70465 -0.37867  0.133
H: 0.06724 0.92377 1.70279  -0.093
H: -1.36346 3.95989 5.79071  0.405
H: 3.18959 -3.97318 0.08858  0.437
H: -1.31870 6.02310 -3.10812  0.422
H: 1.05968 -3.13076 -1.82711  -0.034
H: 0.65801 5.34449 5.39753  0.407
H: -1.20984 0.13750 -5.01425  0.500
H: -3.24941 4.54514 0.45849  0.454
H: 2.40859 -0.44312 -3.04463  0.117
H: -3.50303 -1.01424 -0.52561  0.286
H: 2.34655 -5.77674 1.59227  0.435
H: -1.58485 -3.49038 3.65796  0.180
H: 1.05236 -2.83271 4.43823  0.520
H: 5.62798 1.53233 -2.82936  0.415
H: -1.59019 -5.89272 0.70876  0.433
H: -3.03374 6.28826 -1.33190  0.413
H: 1.13903 2.01522 -4.42591  0.445
H: -0.97722 1.43766 -3.84741  0.100
H: -2.33852 2.62549 3.90517  0.405
H: -2.73827 -4.93487 1.65785  0.271



We obtain E_tot values of -6154.3244 -33406.3914 -143939.3439 -145793.3616 eV for the records listed above, in that order.